1.
# C21H19F3N4O

An isolated molecule of C21H19F3N4O (ωB97M-V with the def2-TZVPD basis set, OMol25).

Calculated values
2S+1   1
E   -38244.0545 eV
SMILES   CC[C@@H]1CN(c2ccc(C(F)(F)F)cc2)C(=O)c2c(-c3ccnc(C)c3)cnn21
ΔE to the lowest compared entry with this formula, charge and spin   76.0 kcal/mol
Strongest force on any atom   4.95 eV Å⁻¹

Cartesian coordinates (Å):
C -3.07830 2.38546 3.10951
C -2.10035 1.22101 3.22994
C -1.22213 1.27083 2.03244
C -1.97078 1.13467 0.78254
N -1.05302 0.96556 -0.39857
C -1.56387 1.03654 -1.63338
C -2.20747 2.18819 -2.07372
C -2.66788 2.32737 -3.32933
C -2.49925 1.32254 -4.29418
C -3.14365 1.60355 -5.63899
F -3.12318 0.58383 -6.53221
F -2.50787 2.55578 -6.29469
F -4.42418 1.97729 -5.37563
C -1.75892 0.15037 -3.94858
C -1.36763 -0.00732 -2.59250
C 0.28300 0.42956 -0.25315
O 1.09407 0.24742 -1.16711
C 0.67507 -0.06409 1.05653
C 1.60126 -0.88233 1.61372
C 2.67519 -1.75087 0.89286
C 2.53110 -2.43030 -0.31961
C 3.51203 -3.23533 -0.71556
N 4.64187 -3.42345 -0.05748
C 4.85391 -2.82134 1.07257
C 5.91495 -3.34979 1.90380
C 3.82154 -1.99908 1.61635
C 1.37748 -0.86201 2.97962
N 0.37604 -0.10572 3.39037
N -0.13368 0.27074 2.20403
H -3.86448 2.21173 2.36987
H -2.62603 3.39729 2.94655
H -3.56649 2.28374 4.12469
H -1.57531 1.46929 4.19039
H -2.60347 0.19982 3.36742
H -0.73884 2.22298 2.01888
H -2.74139 1.92536 0.52006
H -2.54524 0.24129 0.89173
H -2.35762 2.98854 -1.29652
H -3.07915 3.30207 -3.56933
H -1.40692 -0.43734 -4.70339
H -0.81274 -0.88610 -2.24241
H 1.62857 -2.22856 -0.82635
H 3.19676 -3.80157 -1.59441
H 6.39755 -2.54858 2.57349
H 5.58385 -4.27426 2.41349
H 6.65910 -3.74561 1.21299
H 3.93267 -1.60314 2.59145
H 1.98381 -1.45603 3.75182

2.
# C21H25N6OPdSe3Te

A structure of composition C21H25N6OPdSe3Te (ωB97M-V with the def2-TZVPD basis set, OMol25).

Calculated values
2S+1   5
E   -239977.2852 eV
Total charge   +1
<S²>   6.03
ΔE to the lowest compared entry with this formula, charge and spin   11.4 kcal/mol
Strongest force on any atom   0.59 eV Å⁻¹

Cartesian coordinates (Å):
Pd 0.25286 -1.14283 -1.03977
C -0.47360 -2.52463 3.06567
C -0.54128 -2.15211 1.62068
N 0.48091 -1.76052 0.95294
N 1.71344 -1.63545 1.49800
C 2.61995 -1.26681 0.59803
O 2.40494 -1.05539 -0.64736
C 4.01051 -1.09698 1.09581
C 4.33164 -1.32211 2.43308
C 5.63307 -1.14887 2.87146
C 6.62209 -0.75247 1.98053
C 6.30796 -0.53084 0.64733
C 5.00651 -0.70346 0.20622
C -1.81784 -2.22958 0.87106
C -2.99617 -2.60574 1.50546
C -4.16513 -2.70511 0.76768
C -4.13231 -2.43369 -0.58891
C -2.92311 -2.05631 -1.15012
N -1.80254 -1.94990 -0.44677
H 0.55565 -2.46129 3.40396
H -1.08642 -1.85034 3.66786
H -0.84062 -3.53987 3.22309
H 3.55500 -1.63201 3.11737
H 5.87935 -1.32486 3.90991
H 7.63893 -0.61926 2.32523
H 7.07860 -0.22708 -0.04836
H 4.75372 -0.54347 -0.83302
H -2.99729 -2.82414 2.56286
H -5.08771 -2.99906 1.24969
H -5.01534 -2.51158 -1.20632
H -2.84892 -1.83062 -2.20764
Se 0.60876 -3.24391 -2.57526
Se 0.73096 -1.41573 -3.89119
Te 2.04774 0.73710 -2.95721
Se 0.91996 2.14977 -4.46812
C -2.68595 3.19947 -2.88566
C -2.68422 1.71612 -3.19073
N -1.82802 1.00670 -2.24506
C -1.35159 1.51071 -1.07154
N -0.46184 0.81087 -0.41322
C 0.06836 1.31953 0.84977
C -0.01170 2.83114 0.92702
C -1.43510 3.25456 0.63043
N -1.84825 2.69884 -0.65247
C -2.89761 3.38453 -1.39574
H -3.47836 3.69529 -3.44474
H -1.73126 3.64526 -3.17391
H -2.30800 1.52469 -4.19566
H -3.70288 1.32159 -3.13270
H -1.27347 0.25316 -2.61984
H 1.10156 0.98606 0.94745
H -0.48279 0.87714 1.68800
H 0.65998 3.27810 0.18983
H 0.28986 3.18004 1.91412
H -1.51587 4.33916 0.55915
H -2.11019 2.92396 1.42797
H -2.85064 4.43863 -1.12545
H -3.88633 3.01360 -1.10089

3.
# C26H36FN5O4STc

A structure of composition C26H36FN5O4STc (ωB97M-V with the def2-TZVPD basis set, OMol25).

Calculated values
2S+1   4
E   -58922.4357 eV
Total charge   +2
<S²>   3.80
ΔE to the lowest compared entry with this formula, charge and spin   74.7 kcal/mol
Strongest force on any atom   5.59 eV Å⁻¹

Cartesian coordinates (Å):
Tc 10.49210 13.84598 11.77790
C 6.52232 7.31747 13.37649
C 7.88748 7.72762 13.85146
C 8.22072 7.38943 15.31366
C 7.31163 8.18834 16.26082
C 7.31613 9.65125 15.90978
C 7.01381 10.56396 16.92327
C 7.29848 11.90776 16.74660
F 7.00374 12.74006 17.76458
C 7.87345 12.43001 15.57705
C 8.23376 11.54375 14.56060
C 8.78278 11.97846 13.34138
O 9.19001 13.24806 13.30475
C 8.88956 11.11846 12.23993
C 8.67105 9.74990 12.48737
N 8.23301 9.27578 13.66075
C 7.94535 10.13368 14.69543
C 9.25796 11.41802 10.79645
O 9.35157 10.44247 10.04751
O 9.46918 12.68626 10.39532
H 6.32292 6.29703 13.68401
H 6.36887 7.33542 12.28172
H 5.72310 7.95070 13.80766
H 8.63154 7.15016 13.23248
H 9.26870 7.57607 15.49572
H 7.96617 6.29041 15.49399
H 7.65412 8.09250 17.28904
H 6.29095 7.85043 16.26627
H 6.57978 10.12418 17.92110
H 8.03098 13.50106 15.38610
H 8.83974 9.03252 11.73717
N 11.73777 12.18355 12.11940
C 12.62608 12.18008 13.30826
C 13.01250 13.55013 13.93613
C 11.75060 14.20313 14.53500
N 11.05177 15.00881 13.49990
H 11.27767 11.27727 12.00322
H 12.45567 12.29278 11.07151
H 13.54794 11.65075 13.12362
H 12.09926 11.48605 14.03012
H 13.40259 14.16476 13.09420
H 13.70587 13.35205 14.75412
H 12.13956 14.81483 15.35065
H 11.09280 13.36504 14.90275
H 11.64674 15.81960 13.07574
H 10.27526 15.52231 13.90402
C 14.78586 14.23821 6.54490
C 14.01650 13.60946 7.70926
C 14.09480 12.22767 8.00352
C 13.52214 11.81765 9.15368
N 12.99436 12.69127 10.00005
C 13.09442 13.96291 9.76843
S 12.11930 15.13137 10.78768
N 13.50816 14.44889 8.60705
H 14.05506 14.60500 5.82821
H 15.36072 13.45501 6.04354
H 15.46240 15.06919 6.82445
H 14.49390 11.49780 7.28320
H 13.48476 10.77440 9.34380
C 9.01207 15.57073 9.18241
C 8.71668 16.25854 10.53321
O 8.68161 15.39227 11.68067
C 7.40609 15.29514 12.29921
C 6.41508 14.65524 11.31298
H 8.58294 16.16458 8.35370
H 8.68141 14.54648 9.13329
H 10.11828 15.55297 9.06171
H 7.74350 16.79988 10.48505
H 9.44760 17.03807 10.65383
H 7.09593 16.30697 12.57289
H 7.61353 14.66602 13.19071
H 5.75947 13.95280 11.85518
H 6.91482 14.07590 10.49121
H 5.73607 15.32917 10.82727

4.
# C36H86O20P2

A cluster of 6 separate species, C36H86O20P2 in total (ωB97M-V with the def2-TZVPD basis set, OMol25).

Calculated values
2S+1   1
E   -98246.2709 eV
SMILES   CCOP(=O)(OCC)OCC.CCOP(=O)(OCC)OCC.COCCOCCOC.COCCOCCOC.COCCOCCOC.COCCOCCOC
ΔE to the lowest compared entry with this formula, charge and spin   136.2 kcal/mol
Strongest force on any atom   4.26 eV Å⁻¹

Cartesian coordinates (Å):
C 5.02546 -1.18168 -1.99022
C 4.03944 -0.13568 -2.66587
O 3.05033 0.16538 -1.64129
P 1.62459 0.86166 -1.87143
O 1.78213 1.80433 -2.99812
O 0.52775 -0.30471 -1.98431
C 0.49686 -1.34005 -0.98411
C 1.10265 -2.51150 -1.65439
O 1.25225 1.63393 -0.52178
C -0.08983 2.26218 -0.40541
C -0.13968 3.78543 -0.42279
H 5.34364 -0.67775 -1.07757
H 4.53187 -2.10935 -1.70060
H 5.79246 -1.47669 -2.70631
H 4.48278 0.77814 -3.06146
H 3.54049 -0.67313 -3.47227
H 1.08195 -1.09539 -0.09759
H -0.52470 -1.52843 -0.65394
H 0.57621 -2.68224 -2.59343
H 2.17140 -2.58002 -1.85722
H 0.87012 -3.43761 -1.12868
H -0.70206 1.88754 -1.22572
H -0.42497 1.81692 0.53136
H 0.67280 4.35726 -0.87111
H -1.05678 4.19466 -0.84655
H -0.12562 4.24596 0.56504
C -3.54037 -8.49199 -6.53583
C -2.54291 -8.80218 -5.36325
O -3.49297 -8.96781 -4.36638
P -3.23600 -8.52958 -2.83807
O -1.98898 -9.10258 -2.28072
O -3.25241 -6.91677 -2.86279
C -3.58408 -6.22037 -1.68772
C -5.12239 -6.16258 -1.54066
O -4.57789 -9.05328 -2.06066
C -4.92122 -10.48863 -1.94542
C -6.36521 -10.57758 -1.65276
H -4.27402 -7.70249 -6.37290
H -2.90166 -8.33699 -7.40538
H -4.09818 -9.41635 -6.68584
H -2.13184 -9.79652 -5.53764
H -1.89610 -7.96875 -5.08914
H -3.04078 -6.77181 -0.92038
H -3.09619 -5.27348 -1.91892
H -5.37089 -5.24137 -1.01366
H -5.46057 -6.12505 -2.57620
H -5.49782 -6.98557 -0.93252
H -4.58121 -10.99988 -2.84605
H -4.44522 -11.06926 -1.15524
H -6.99267 -9.95643 -2.29194
H -6.69249 -11.61415 -1.57204
H -6.54262 -10.31281 -0.61039
C 7.97239 1.71701 2.15129
O 7.37660 1.55195 3.45970
C 7.66773 0.40004 4.17022
C 7.00557 0.47995 5.51477
O 5.63990 0.77374 5.54659
C 4.83095 0.19278 4.50121
C 4.74915 -1.41405 4.79104
O 3.39940 -1.96365 4.39033
C 3.27660 -3.33128 4.80627
H 9.02743 1.45048 2.08832
H 7.95814 2.76874 1.86534
H 7.24520 1.21778 1.51094
H 8.75201 0.30260 4.22452
H 7.36405 -0.50235 3.63957
H 7.56963 1.25283 6.03689
H 7.23543 -0.37358 6.15253
H 5.13412 0.43814 3.48338
H 3.87499 0.61601 4.80965
H 4.78789 -1.56963 5.86918
H 5.55650 -1.88630 4.23133
H 3.16671 -3.13466 5.87274
H 4.18204 -3.86399 4.51560
H 2.45985 -3.92676 4.39833
C -3.86214 0.24980 -5.78771
O -4.48437 1.43213 -6.35800
C -5.15565 2.36509 -5.47918
C -4.65549 3.80506 -5.65726
O -4.73697 4.45378 -4.32357
C -4.57426 5.84427 -4.34296
C -3.25183 6.34325 -5.03837
O -2.15519 5.70147 -4.32473
C -0.81051 6.03160 -4.80186
H -2.78503 0.29992 -5.62829
H -3.99223 -0.43801 -6.62322
H -4.32415 -0.06776 -4.85293
H -5.15529 2.06024 -4.43268
H -6.16085 2.39078 -5.89992
H -5.26401 4.28228 -6.42543
H -3.61630 3.74987 -5.98153
H -4.59952 6.21799 -3.31935
H -5.43718 6.33440 -4.79376
H -3.24084 7.43202 -5.08908
H -3.32446 6.13749 -6.10631
H -0.72864 7.02311 -4.35656
H -0.81711 6.02814 -5.89183
H 0.05893 5.48141 -4.44206
C -5.13446 -6.28463 8.54913
O -6.46257 -5.81151 8.14523
C -6.52616 -4.35695 7.82401
C -5.90988 -3.84422 6.46143
O -5.96712 -2.44861 6.10311
C -5.30474 -1.51262 7.01325
C -4.79627 -0.24728 6.28655
O -3.80817 -0.49698 5.38470
C -4.20834 -0.75085 3.95045
H -5.26598 -7.34532 8.76300
H -4.74663 -5.90986 9.49635
H -4.41699 -6.26108 7.72888
H -6.26947 -3.82131 8.73796
H -7.61152 -4.27969 7.75959
H -6.36336 -4.31297 5.58808
H -4.87352 -4.18143 6.47932
H -4.50563 -2.01635 7.55709
H -6.00396 -1.10005 7.74058
H -4.29896 0.44562 6.96527
H -5.68953 0.24763 5.90546
H -4.19260 0.19866 3.41540
H -5.17172 -1.24916 3.84227
H -3.40446 -1.30410 3.46485
C 9.41939 8.43240 -0.36451
O 9.04853 7.74139 -1.48332
C 7.94922 8.40915 -2.21201
C 6.54049 7.77682 -1.89094
O 6.06011 8.39787 -0.67128
C 4.79799 8.04061 -0.19899
C 3.76476 9.01604 -0.65380
O 2.49740 8.70580 -0.13180
C 2.17153 9.44647 1.06319
H 8.57039 8.25435 0.29548
H 9.74122 9.47235 -0.41964
H 10.32038 7.97075 0.03948
H 8.05197 8.34742 -3.29541
H 7.96302 9.47543 -1.98631
H 6.49596 6.69965 -1.73029
H 5.91688 8.09620 -2.72592
H 4.72093 8.12039 0.88536
H 4.56422 6.99830 -0.41581
H 3.65442 8.85069 -1.72551
H 3.98325 10.08219 -0.59297
H 2.47169 10.48908 1.16776
H 2.69204 9.04788 1.93399
H 1.12216 9.24281 1.27645